# 1
{"formula": "C10H10N2O2", "method": "ωB97M-V/def2-TZVPD", "species": ["C", "C", "C", "C", "C", "C", "C", "C", "C", "C", "N", "N", "O", "O", "H", "H", "H", "H", "H", "H", "H", "H", "H", "H"], "coordinates": [[1.85698, -1.72292, -0.95115], [1.11724, -0.63444, -0.54903], [1.74162, -2.92890, -0.24462], [0.26858, -2.02442, 1.27895], [0.15953, -0.84362, 0.51478], [-1.45134, 1.22925, -1.84848], [-2.01997, 0.11354, -1.55363], [-0.66457, 2.04541, -0.86979], [-0.82063, 0.15893, 0.81373], [0.44282, 2.04774, 1.29025], [1.10347, -2.96137, 0.94911], [-0.63511, 1.49849, 0.45780], [-0.24829, 3.13582, -1.11766], [-1.98369, -0.08127, 1.42246], [2.63698, -1.70665, -1.75900], [1.29857, 0.38312, -0.86690], [2.15579, -3.79513, -0.58885], [-0.39479, -2.31635, 2.06640], [-1.39329, 1.80915, -2.74773], [-2.66608, -0.66908, -1.90936], [0.28082, 1.91398, 2.33807], [1.26024, 1.51580, 1.05762], [0.46074, 3.11873, 1.19470], [-2.50562, 0.71419, 1.62233]], "relative_energy_kj_mol": 603.3, "largest_force_ha_per_bohr": 0.0779, "e_homo_ev": [-6.961, -8.623], "gap_ev": [6.513, 8.303]}

---

# 2
{"formula": "C4H5NO", "method": "ωB97M-V/def2-TZVPD", "species": ["C", "C", "C", "O", "C", "N", "H", "H", "H", "H", "H"], "coordinates": [[0.23939, -0.76389, 1.27763], [0.32628, -0.78079, -0.24446], [-0.42589, 0.26004, -0.97882], [-0.96638, 1.22281, -0.23038], [-0.69806, 1.89570, -1.41895], [-0.54367, 2.82531, -2.11635], [0.58948, 0.18884, 1.68484], [0.85838, -1.56233, 1.69541], [-0.78835, -0.91812, 1.61916], [0.05115, -1.74860, -0.68236], [1.35767, -0.61897, -0.60572]], "relative_energy_kj_mol": 489.6, "largest_force_ha_per_bohr": 0.0257, "e_homo_ev": [-8.983, -8.983], "gap_ev": [8.308, 8.307]}

---

# 3
{"formula": "C32H27Cl2N2O3PPd", "method": "ωB97M-V/def2-TZVPD", "species": ["Pd", "C", "C", "C", "C", "C", "O", "C", "N", "C", "C", "C", "C", "C", "C", "P", "C", "C", "C", "C", "C", "C", "C", "C", "C", "C", "C", "C", "H", "H", "H", "H", "H", "H", "H", "H", "H", "H", "H", "H", "H", "H", "H", "H", "H", "H", "H", "H", "H", "H", "H", "H", "Cl", "C", "C", "C", "Cl", "C", "O", "C", "C", "O", "C", "H", "H", "H", "N", "C"], "coordinates": [[0.04083, -0.34658, -1.32685], [0.92056, -0.73505, -4.22110], [2.35194, -0.36151, -3.85408], [2.53899, 1.15012, -3.77201], [2.81289, -1.08993, -2.58881], [4.30414, -0.93355, -2.27716], [4.33784, -0.59838, -0.86571], [3.08734, -0.39037, -0.46534], [2.17413, -0.59206, -1.34199], [2.97773, -0.00144, 0.96943], [4.17494, 0.32103, 1.60613], [4.20842, 0.66089, 2.95068], [3.04080, 0.68003, 3.69153], [1.83889, 0.36547, 3.07514], [1.78837, 0.02227, 1.72625], [0.16417, -0.35183, 1.04489], [-1.05121, 0.65191, 1.91549], [-1.06292, 2.01620, 1.61638], [-1.97352, 2.85421, 2.23799], [-2.88795, 2.33398, 3.14700], [-2.87904, 0.97987, 3.44801], [-1.95603, 0.13845, 2.84137], [-0.20006, -2.07465, 1.53116], [-1.39704, -2.69022, 1.00675], [-1.74445, -4.01076, 1.35451], [-0.88775, -4.73800, 2.12762], [0.32415, -4.15898, 2.58087], [0.66029, -2.83571, 2.28330], [0.60231, -0.25131, -5.14301], [0.19715, -0.40006, -3.45091], [0.78158, -1.81214, -4.31458], [2.99189, -0.74886, -4.65458], [2.00993, 1.57477, -2.91664], [2.14373, 1.62508, -4.66967], [3.58716, 1.43886, -3.69563], [2.54637, -2.14742, -2.67229], [4.77809, -0.11587, -2.81569], [4.87704, -1.84592, -2.41205], [5.09343, 0.30755, 1.04002], [5.15391, 0.91090, 3.41216], [3.05811, 0.94231, 4.74059], [0.92387, 0.40097, 3.65392], [-0.34080, 2.42665, 0.91835], [-1.96452, 3.91508, 2.02362], [-3.59782, 2.98983, 3.63325], [-3.57971, 0.57981, 4.16841], [-1.94511, -0.91169, 3.10864], [-2.05046, -2.09495, 0.37820], [-2.66049, -4.44565, 0.98061], [-1.10961, -5.76292, 2.39125], [0.98995, -4.76543, 3.18157], [1.58466, -2.41180, 2.65216], [-5.97469, 4.39420, -1.23344], [-4.88634, 3.09820, -1.18628], [-5.33112, 1.82309, -0.82556], [-4.43623, 0.78772, -0.79270], [-4.93943, -0.77322, -0.34236], [-3.02304, 0.96318, -1.13541], [-2.26168, -0.01493, -1.09886], [-2.61419, 2.31469, -1.48650], [-1.22990, 2.67142, -1.82979], [-0.28818, 1.90915, -1.92808], [-3.52874, 3.33082, -1.50672], [-6.37099, 1.66213, -0.57664], [-1.06938, 3.74512, -2.01465], [-3.22725, 4.33768, -1.77049], [-0.31539, -3.52256, -0.99147], [-0.28057, -2.38990, -1.26018]], "relative_energy_kj_mol": 0.0, "total_charge": 2, "largest_force_ha_per_bohr": 0.0161, "e_homo_ev": [-13.532, -14.784], "gap_ev": [7.582, 5.732], "multiplicity": 5}